Computed, not measured: a cluster of 6 separate species, C21H32Cl2O10 in total at a distorted geometry, with ωB97M-V/def2-TZVPD.

Structure (XYZ):
```
65
C21H32Cl2O10 ωB97M-V/def2-TZVPD
Cl -1.86 -0.83 0.10
Cl -1.39 0.56 -2.52
O 4.05 2.68 -1.40
O -5.92 -4.76 -1.06
O -3.22 4.59 2.98
O 2.10 1.58 -1.17
O 3.88 -1.74 -2.79
O -3.30 3.11 4.75
O -6.55 -3.99 -3.19
O 5.52 -3.23 -2.52
O 0.04 2.53 1.60
O 0.74 1.25 3.44
C 2.85 2.12 -1.89
C -3.26 3.39 3.42
C 4.74 3.41 -2.40
C -3.22 2.14 2.56
C 1.92 -2.94 -2.22
C 1.81 0.42 3.77
C -3.33 1.68 4.92
C 2.75 2.44 -3.33
C -1.05 0.49 -0.75
C 3.14 -3.83 -1.84
C -4.83 -2.78 -1.77
C 0.97 2.01 2.29
C -5.95 -3.79 -2.14
C -3.65 1.04 3.59
C -4.86 -4.49 -0.24
C -3.95 -3.59 -0.91
C 2.50 2.15 2.21
C 3.68 3.69 -3.48
C 4.35 -2.93 -2.35
C 2.53 -1.55 -2.42
C 2.97 0.87 2.86
H 1.73 2.54 -3.69
H 3.32 0.21 2.07
H 2.06 0.62 4.81
H -3.33 -4.18 -1.58
H -2.28 1.52 5.17
H -4.67 0.72 3.37
H -3.97 2.24 1.78
H 2.87 2.37 1.21
H 3.18 -3.97 -0.76
H 2.81 2.95 2.88
H 1.33 -3.25 -3.08
H -2.93 0.22 3.58
H -5.14 -4.05 0.71
H -3.27 -3.07 -0.24
H 4.17 3.72 -4.46
H -5.16 -1.84 -1.32
H -1.25 1.43 -0.24
H 3.24 1.55 -3.72
H 0.03 0.37 -0.78
H 1.54 -0.63 3.82
H 3.04 -4.83 -2.25
H 2.07 -0.77 -3.02
H -4.02 1.49 5.75
H -2.26 1.95 2.07
H 3.89 1.01 3.42
H 5.54 2.69 -2.61
H -4.25 -5.36 0.03
H 5.20 4.36 -2.14
H 2.37 -1.12 -1.43
H 1.16 -2.83 -1.45
H 3.18 4.64 -3.28
H -4.37 -2.42 -2.69
```

Results
Lowest unoccupied orbital energy (alpha / beta)   -4.62 / -9.15 eV
Charge   +1
Spin multiplicity   2
HOMO (alpha / beta)   -0.43569 / -0.43569 hartree
Total energy   -2491.7799 Ha

Computed, not measured: a cluster of 5 separate species, C21H32Cl8F3N2O in total at a distorted geometry, with ωB97M-V/def2-TZVPD.

Structure (XYZ):
```
67
C21H32Cl8F3N2O ωB97M-V/def2-TZVPD
Cl 4.88 4.12 -3.57
Cl -2.34 -5.56 1.01
Cl 0.32 -6.81 2.75
Cl 7.36 1.87 -2.89
Cl 4.06 5.68 -0.83
Cl -3.06 -6.95 6.63
Cl 2.11 3.33 0.70
Cl -2.95 -3.72 5.53
F -3.33 -1.44 -1.81
F -3.41 -3.43 -0.47
F -2.96 -3.55 -2.88
O -0.53 -4.14 -1.45
N -0.15 -0.60 -0.41
N 3.21 1.49 -1.84
C -0.84 2.01 -0.94
C -1.93 -4.46 6.79
C 5.86 3.22 -4.75
C 6.22 1.83 -4.26
C -2.63 3.18 -2.52
C -2.11 3.10 -0.97
C -0.63 -1.99 0.04
C 0.70 2.44 -1.43
C -1.70 -4.97 2.56
C -0.19 -5.11 2.65
C 1.30 -0.32 -0.86
C 3.00 5.92 0.58
C -5.16 3.64 -1.50
C -2.71 -2.77 -1.61
C -1.21 0.49 -0.44
C -1.09 -2.75 -1.38
C 2.96 4.69 1.48
C 1.81 1.19 -1.37
C -1.62 -5.91 6.49
C -6.02 3.72 -0.37
C -4.25 3.03 -2.73
H 5.27 3.15 -5.67
H 3.84 0.75 -1.44
H 0.30 -4.65 1.79
H -2.21 -5.52 3.36
H 2.03 -1.23 -0.84
H 0.96 3.52 -1.79
H 2.01 6.19 0.22
H 3.49 2.45 -1.55
H -0.56 -2.16 -2.27
H -2.44 -4.34 7.75
H -4.46 1.89 -2.97
H 2.41 4.92 2.40
H -2.89 2.68 -0.20
H 5.33 1.27 -3.94
H 0.17 -4.62 3.55
H -6.62 3.72 0.66
H 6.70 1.26 -5.06
H -2.13 2.25 -3.09
H -2.17 4.14 -3.06
H 6.76 3.81 -4.97
H 0.29 -2.52 0.56
H -1.54 -1.80 0.75
H -1.99 -3.92 2.64
H -2.33 0.24 -0.09
H -0.88 -6.29 7.21
H -1.01 -3.88 6.83
H -4.53 3.65 -3.70
H -1.77 4.16 -0.57
H 3.96 4.35 1.75
H -1.13 -4.65 -0.82
H -1.20 -6.04 5.48
H 3.41 6.77 1.14
```

Results
Lowest unoccupied orbital energy   -4.61 eV
Charge   +1
Spin multiplicity   1
HOMO   -0.42443 hartree
Total energy   -4984.5104 Ha

Computed, not measured: an isolated molecule of C21H32ClN3O3S, with ωB97M-V/def2-TZVPD.

Structure (XYZ):
```
61
C21H32ClN3O3S ωB97M-V/def2-TZVPD
Cl -5.58 0.52 1.29
S 0.46 -2.44 0.21
O -0.93 2.90 0.07
O -6.00 -1.90 -0.17
O 7.35 0.48 0.75
N 1.57 -0.05 0.04
N -0.74 -0.10 -0.08
N 5.70 -0.95 0.23
C 0.31 3.42 0.51
C 1.55 1.36 -0.28
C 4.90 -1.73 -0.69
C 5.02 -0.71 1.49
C -1.72 3.79 -0.71
C 0.42 -0.78 0.04
C -3.68 -2.23 -0.86
C -1.29 3.75 -2.18
C 1.20 2.26 0.93
C -2.37 -1.78 -0.83
C 6.83 -0.27 -0.06
C 7.45 -0.52 -1.42
C -3.18 3.39 -0.56
C -2.03 -0.63 -0.13
C -4.69 -1.54 -0.20
C -6.39 -3.08 -0.83
C 3.74 0.09 1.25
C -3.04 0.07 0.53
C -4.34 -0.37 0.49
C 3.60 -0.98 -1.02
C 2.84 -0.69 0.29
H 7.68 -1.57 -1.56
H -3.90 -3.13 -1.41
H -1.58 4.81 -0.32
H 0.15 4.10 1.36
H -1.89 4.44 -2.76
H 0.68 1.67 1.68
H -6.20 -3.02 -1.91
H -1.43 2.74 -2.57
H 5.71 -0.15 2.12
H 5.45 -1.94 -1.61
H -1.61 -2.33 -1.36
H -3.47 3.40 0.48
H 3.22 0.24 2.20
H -2.80 0.97 1.08
H 4.79 -1.67 1.96
H 4.01 1.06 0.84
H -3.33 2.38 -0.96
H -7.46 -3.18 -0.66
H 4.65 -2.68 -0.22
H 8.38 0.05 -1.48
H -3.81 4.08 -1.11
H 3.84 -0.05 -1.53
H 2.53 1.63 -0.68
H 0.80 3.99 -0.29
H 2.11 2.65 1.39
H 0.82 1.53 -1.08
H -0.24 4.02 -2.30
H -0.74 0.90 0.10
H -5.87 -3.96 -0.42
H 2.60 -1.66 0.75
H 6.79 -0.19 -2.22
H 2.98 -1.59 -1.67
```

Results
Lowest unoccupied orbital energy   0.58 eV
Charge   0
Spin multiplicity   1
HOMO   -0.28194 hartree
Structure (SMILES)   COc1ccc(NC(=S)N(CCCOC(C)C)C2CCN(C(C)=O)CC2)cc1Cl
Total energy   -2067.7999 Ha
Energy above the lowest of the compared OMol25 structures with the same formula, charge and spin   0.000 eV

Computed, not measured: an isolated molecule of C21H32N2O2, with ωB97M-V/def2-TZVPD.

Structure (XYZ):
```
57
C21H32N2O2 ωB97M-V/def2-TZVPD
O 2.70 -2.56 2.43
O 2.66 -1.66 -0.36
N -0.75 1.30 -1.26
N -1.18 -1.30 -0.22
C -0.33 -3.99 3.80
C -1.66 -4.14 3.45
C 0.31 0.31 -1.28
C -2.12 -3.73 2.21
C 0.84 2.94 -2.30
C -1.58 3.41 -2.13
C 1.29 0.37 -0.09
C 2.66 -0.25 -0.40
C 0.56 -3.42 2.89
C 1.11 4.44 -2.48
C -0.07 5.14 -3.14
C -1.66 -2.66 -0.06
C -0.40 2.71 -1.44
C 0.09 -3.03 1.65
C -1.33 4.91 -2.31
C -1.61 1.09 -0.10
C -1.24 -3.17 1.29
C 2.00 -3.20 3.19
C -0.34 -1.07 -1.38
C 2.55 -3.78 4.46
C -2.22 -0.30 -0.16
H -2.75 -2.72 -0.17
H -2.89 -0.36 -1.04
H 0.68 2.49 -3.29
H -1.05 1.21 0.85
H 0.85 -0.14 0.76
H 2.07 -3.31 5.32
H -0.21 4.73 -4.14
H -1.22 -3.30 -0.83
H 3.62 -3.61 4.50
H 1.72 2.48 -1.85
H 0.45 -1.82 -1.40
H -2.41 1.83 -0.11
H 2.35 -4.85 4.50
H 0.77 -2.60 0.93
H -2.82 -0.47 0.74
H 2.01 4.57 -3.08
H -2.35 -4.58 4.16
H 3.40 0.14 0.30
H -0.23 3.20 -0.46
H 1.45 1.42 0.18
H -1.21 5.37 -1.33
H -0.01 -4.31 4.78
H -2.19 5.37 -2.80
H 1.30 4.88 -1.50
H -1.74 2.94 -3.10
H -3.16 -3.85 1.95
H 0.87 0.46 -2.21
H 0.13 6.20 -3.23
H 2.97 0.02 -1.42
H 2.71 -1.94 0.57
H -0.92 -1.12 -2.32
H -2.50 3.27 -1.55
```

Results
Lowest unoccupied orbital energy   0.20 eV
Charge   0
Spin multiplicity   1
HOMO   -0.29731 hartree
Structure (SMILES)   CC(=O)c1cccc(CN2CCN(C3CCCCC3)[C@@H](CCO)C2)c1
Total energy   -1079.3959 Ha
Energy above the lowest of the compared OMol25 structures with the same formula, charge and spin   2.097 eV

Computed, not measured: an isolated molecule of C21H32N4O2, with ωB97M-V/def2-TZVPD.

Structure (XYZ):
```
59
C21H32N4O2 ωB97M-V/def2-TZVPD
O -4.50 -1.05 1.42
O 1.92 -2.54 -0.53
N -6.70 1.26 0.62
N -5.59 1.10 -0.08
N 1.23 0.08 -1.05
N 3.71 0.90 0.03
C 4.09 -1.45 -0.96
C 3.23 -2.35 -0.07
C 2.53 0.82 0.86
C -2.44 -1.79 0.34
C -3.26 0.47 0.14
C -5.83 0.55 -1.28
C 1.28 1.06 0.02
C -3.40 -0.84 0.65
C -7.68 0.81 -0.13
C -4.31 1.49 0.46
C 3.71 0.04 -1.14
C -1.36 -1.47 -0.46
C -1.20 -0.18 -0.96
C 2.39 0.25 -1.90
C -0.01 0.16 -1.81
C -2.16 0.77 -0.65
C 4.98 1.13 0.69
C 5.10 2.61 1.06
C -4.73 -2.34 1.93
C -7.19 0.34 -1.36
C 5.23 0.26 1.93
H 2.40 1.26 -2.34
H 6.24 0.45 2.30
H 2.42 -0.14 1.38
H 1.31 2.09 -0.39
H 0.06 -0.56 -2.63
H -7.75 -0.08 -2.17
H 4.88 3.23 0.19
H -4.84 -3.08 1.12
H 5.75 0.91 -0.05
H -5.67 -2.27 2.48
H 4.50 0.45 -1.80
H 2.59 1.61 1.62
H -3.93 -2.66 2.60
H -8.69 0.84 0.22
H -0.62 -2.22 -0.68
H -2.06 1.78 -1.03
H 6.11 2.83 1.40
H 2.34 -0.48 -2.72
H 5.14 -0.79 1.70
H -2.53 -2.80 0.71
H 3.69 -3.35 -0.06
H 4.53 0.50 2.73
H 3.23 -1.98 0.96
H -4.45 1.59 1.54
H 1.52 -1.65 -0.63
H -0.15 1.17 -2.25
H -4.02 2.47 0.05
H 4.41 2.88 1.86
H -5.05 0.34 -1.98
H 0.39 0.95 0.64
H 5.11 -1.49 -0.57
H 4.11 -1.89 -1.96
```

Results
Lowest unoccupied orbital energy   0.76 eV
Charge   0
Spin multiplicity   1
HOMO   -0.30225 hartree
Structure (SMILES)   COc1ccc(CN2CCN(C(C)C)[C@@H](CCO)C2)cc1Cn1cccn1
Total energy   -1188.8748 Ha
Energy above the lowest of the compared OMol25 structures with the same formula, charge and spin   2.713 eV

Computed, not measured: an isolated molecule of C21H32N4O6S at a distorted geometry, with ωB97M-V/def2-TZVPD.

Structure (XYZ):
```
64
C21H32N4O6S ωB97M-V/def2-TZVPD
S 2.03 1.76 -0.41
O -2.29 -3.13 -2.17
O 0.97 -3.89 0.60
O 3.07 2.46 0.27
O 2.32 1.15 -1.68
O 2.62 -3.54 2.11
O -3.16 3.89 0.87
N 2.25 -2.04 0.46
N -1.76 2.14 1.10
N 1.38 0.65 0.66
N 0.67 2.70 -0.59
C -2.86 0.18 -0.86
C -2.04 3.43 0.82
C -2.76 0.00 0.51
C -0.86 4.33 0.45
C 2.30 0.09 1.64
C 1.99 -3.18 1.14
C -1.95 -4.43 -1.74
C -2.55 -1.28 1.00
C 3.13 -1.05 1.03
C 0.53 3.69 0.47
C -1.13 4.93 -0.94
C 1.39 -1.50 -0.58
C 0.56 -0.35 0.01
C 0.48 3.28 -1.91
C -2.80 1.19 1.43
C -0.93 3.86 -2.01
C 1.65 -6.23 0.54
C -2.46 -2.16 -1.23
C 0.76 -5.18 1.18
C -2.40 -2.36 0.14
C -2.72 -0.88 -1.73
H 3.78 -0.65 0.24
H 0.64 2.48 -2.64
H -2.78 -0.75 -2.79
H 2.95 0.90 1.96
H 1.50 -6.26 -0.54
H 2.70 -6.00 0.74
H 1.72 -0.28 2.48
H -2.49 -1.45 2.06
H -0.87 5.14 1.18
H -0.14 -0.75 0.75
H 0.00 0.15 -0.78
H 1.22 4.07 -2.10
H -0.83 1.78 0.94
H 0.73 3.18 1.41
H -1.82 -5.02 -2.65
H 1.43 -7.21 0.96
H 3.73 -1.54 1.80
H -2.15 5.31 -0.97
H 1.29 4.47 0.35
H 0.74 -2.28 -0.96
H -3.75 1.73 1.34
H -0.44 5.76 -1.12
H 0.95 -5.12 2.25
H -2.75 -4.87 -1.13
H -1.01 -4.42 -1.17
H -0.30 -5.41 1.00
H -2.23 -3.34 0.56
H -1.66 3.06 -1.87
H -2.69 0.87 2.47
H -1.07 4.29 -3.01
H 2.02 -1.11 -1.38
H -3.05 1.17 -1.25
```

Results
Lowest unoccupied orbital energy   0.61 eV
Charge   0
Spin multiplicity   1
HOMO   -0.31866 hartree
Structure (SMILES)   CCOC(=O)N1CCN(S(=O)(=O)N2CCC[C@@H](C(=O)NCc3ccc(OC)cc3)C2)CC1
Total energy   -1888.1160 Ha
Energy above the lowest of the compared OMol25 structures with the same formula, charge and spin   0.000 eV